--- A ---
18
Properties=species:S:1:pos:R:3 method="wB97M-V/def2-TZVPD" gap_ev=11.12 smiles=O.O.O.O.O.O lumo_energy_ha=0.0041
O -0.39 -1.02 -0.02
H -0.35 -0.63 0.86
H -0.10 -1.95 0.29
O 0.30 1.70 -0.18
H -0.18 1.87 -0.93
H 1.13 2.19 -0.22
O 1.69 0.12 2.34
H 2.64 0.13 2.36
H 1.58 0.23 1.32
O -3.37 1.80 -0.14
H -4.08 1.25 -0.50
H -2.58 1.44 -0.47
O -3.32 -1.67 -0.11
H -2.32 -1.67 0.06
H -3.52 -2.15 -0.90
O 4.34 -0.14 -1.18
H 3.71 -0.82 -0.78
H 4.79 -0.69 -1.80

--- B ---
18
Properties=species:S:1:pos:R:3 method="wB97M-V/def2-TZVPD" gap_ev=11.29 smiles=O.O.O.O.O.O lumo_energy_ha=0.0007
O 0.19 0.53 0.55
H 0.00 1.41 0.06
H 1.04 0.71 0.91
O 0.48 -0.95 2.89
H -0.39 -1.32 2.97
H 0.37 -0.39 2.17
O -0.50 -0.61 -2.17
H -0.11 -1.14 -1.47
H -0.57 0.28 -1.88
O 2.86 -0.74 0.40
H 2.08 -1.27 0.37
H 3.52 -1.42 0.51
O -2.59 -1.40 -0.03
H -2.34 -0.82 -0.72
H -2.18 -0.85 0.59
O -0.55 2.58 -1.34
H 0.07 2.52 -2.10
H -1.40 2.86 -1.69

The data favor B; the next most stable structure lies 0.486 eV above it.

--- A ---
20
Properties=species:S:1:pos:R:3 method="wB97M-V/def2-TZVPD" gap_ev=10.90 smiles=CC(C)O.CC lumo_energy_ha=0.0332
C -2.30 -0.02 1.22
C -1.24 -0.50 0.25
C -0.46 -1.70 0.70
O -2.00 -0.92 -0.96
H -1.83 0.32 2.14
H -2.95 -0.87 1.42
H -2.92 0.77 0.83
H -0.55 0.21 -0.23
H -0.99 -2.17 1.54
H -0.28 -2.49 -0.04
H 0.52 -1.41 1.10
H -1.34 -1.08 -1.64
C 1.89 0.77 -0.19
C 2.18 1.70 -1.38
H 2.13 -0.26 -0.48
H 2.48 1.08 0.67
H 0.81 0.69 0.02
H 3.22 2.01 -1.31
H 2.05 1.24 -2.35
H 1.59 2.62 -1.31

--- B ---
20
Properties=species:S:1:pos:R:3 method="wB97M-V/def2-TZVPD" gap_ev=11.08 smiles=CCC.CCO lumo_energy_ha=0.0329
C -0.69 -0.02 -1.95
C -0.80 -1.52 -1.47
C -0.56 -2.00 -0.03
H -0.47 0.72 -1.20
H 0.20 0.09 -2.60
H -1.62 0.12 -2.47
H 0.00 -1.99 -2.07
H -1.77 -1.94 -1.75
H -1.51 -2.24 0.44
H 0.09 -1.42 0.66
H -0.03 -2.95 -0.14
C 0.54 0.64 1.88
C 0.60 1.91 1.02
O 1.73 2.67 1.47
H 0.96 0.93 2.84
H 1.08 -0.15 1.34
H -0.50 0.31 1.96
H 0.61 1.86 -0.07
H -0.33 2.40 1.29
H 2.46 2.57 0.84

The data favor A; the next most stable structure lies 0.543 eV above it.

--- A ---
20
Properties=species:S:1:pos:R:3 method="wB97M-V/def2-TZVPD" gap_ev=11.84 smiles=CCC(C)C.O lumo_energy_ha=0.0316
C -2.05 1.85 0.61
C -1.61 0.39 0.28
C -0.11 0.35 -0.08
C 0.73 0.28 1.20
C 0.12 -0.93 -0.97
H -3.15 1.90 0.63
H -1.68 2.50 -0.20
H -1.65 2.22 1.57
H -2.03 -0.29 1.05
H -2.22 0.28 -0.63
H 0.18 1.31 -0.57
H 1.76 -0.12 1.08
H 0.15 -0.43 1.80
H 0.79 1.24 1.73
H 1.09 -0.85 -1.48
H -0.67 -1.02 -1.73
H 0.12 -1.84 -0.35
O 3.63 -2.56 -1.51
H 2.79 -2.67 -1.01
H 3.85 -1.61 -1.42

--- B ---
20
Properties=species:S:1:pos:R:3 method="wB97M-V/def2-TZVPD" gap_ev=8.62 lumo_energy_ha=0.0338
C 2.29 -0.24 0.17
C 1.67 0.01 -1.09
O 2.69 0.79 0.97
H 2.19 1.59 0.75
H 2.88 -1.12 0.35
H 0.93 -0.79 0.92
H 1.86 0.98 -1.54
H 0.45 -0.01 -0.85
H 1.78 -0.80 -1.81
C -1.10 -0.07 -0.29
C -2.02 -1.21 0.13
C -1.37 1.23 0.44
H -1.24 0.09 -1.36
H 0.08 -0.63 0.60
H -1.75 -2.15 -0.37
H -1.97 -1.39 1.21
H -1.25 1.11 1.52
H -0.69 2.02 0.11
H -3.06 -1.00 -0.13
H -2.39 1.59 0.27

--- C ---
20
Properties=species:S:1:pos:R:3 method="wB97M-V/def2-TZVPD" gap_ev=11.79 smiles=CCCCC.O lumo_energy_ha=0.0324
C 0.81 -1.85 0.94
C 1.08 -0.37 1.15
C -0.20 0.43 1.43
C -1.18 0.48 0.23
C -1.11 1.82 -0.49
H 1.66 -2.52 1.10
H -0.09 -2.16 1.48
H 0.68 -2.07 -0.13
H 1.87 -0.13 1.88
H 1.55 0.04 0.26
H -0.69 -0.10 2.25
H 0.07 1.40 1.84
H -0.92 -0.29 -0.49
H -2.15 0.37 0.70
H -1.45 1.74 -1.52
H -1.57 2.61 0.10
H -0.06 2.18 -0.53
O 0.38 -0.35 -2.80
H 0.13 -0.90 -2.06
H 1.31 -0.05 -2.68

The data favor A; the next most stable structure lies 0.072 eV above it.

--- A ---
17
Properties=species:S:1:pos:R:3 method="wB97M-V/def2-TZVPD" gap_ev=5.32 lumo_energy_ha=-0.3096 total_charge=+1
O -1.53 -2.20 -0.52
C -1.01 -1.25 -1.04
C -1.52 0.19 -0.88
C -0.97 0.75 0.46
C 0.42 0.23 0.75
C 1.52 0.49 -0.06
N 0.61 -0.58 1.81
H -0.37 -1.43 -1.92
H -1.21 0.76 -1.75
H -2.59 0.06 -0.77
H -1.50 0.42 1.34
H -0.94 1.84 0.49
H 2.53 0.15 0.14
H 1.59 0.85 -1.10
H 3.27 1.76 -0.88
H 0.14 -1.48 1.80
H 1.57 -0.57 2.13

--- B ---
17
Properties=species:S:1:pos:R:3 method="wB97M-V/def2-TZVPD" gap_ev=10.26 lumo_energy_ha=-0.1370 total_charge=+1
C -1.12 1.11 -0.12
C 0.17 1.26 0.19
C -0.15 -1.14 0.32
C -1.62 -0.22 -0.53
C 2.09 -0.10 -0.39
N 0.84 0.02 0.45
O -2.82 -0.62 0.04
H -1.86 1.94 -0.19
H 0.81 2.15 0.48
H -0.29 -1.79 1.20
H 0.25 -1.80 -0.44
H -1.51 -0.59 -1.63
H 1.94 0.23 -1.48
H 2.68 0.66 0.18
H 2.46 -1.08 -0.25
H 1.18 0.00 1.35
H -3.04 -0.04 0.81

The data favor B; the next most stable structure lies 4.189 eV above it.

--- A ---
17
Properties=species:S:1:pos:R:3 method="wB97M-V/def2-TZVPD" gap_ev=11.22 lumo_energy_ha=-0.1173 total_charge=+1
C -2.58 0.42 0.25
C -0.13 -1.09 0.31
C 0.16 -0.04 -0.45
C 0.26 -2.43 -0.11
C 1.26 1.90 0.16
N -0.06 1.42 -0.17
O -3.43 -0.28 0.43
H -0.60 -0.82 1.22
H 0.78 -0.10 -1.32
H 0.80 -2.86 0.80
H 0.78 -2.58 -1.13
H -0.65 -3.16 -0.26
H 1.16 3.04 0.32
H 1.55 1.42 1.08
H 1.95 1.76 -0.72
H -0.49 1.95 -0.97
H -0.75 1.46 0.56

--- B ---
17
Properties=species:S:1:pos:R:3 method="wB97M-V/def2-TZVPD" gap_ev=11.79 lumo_energy_ha=-0.1192 total_charge=+1
C 0.02 0.94 0.07
C 0.04 2.10 0.71
C -0.68 0.75 -1.69
C 0.00 -1.21 -0.96
C 0.36 -1.11 1.61
N 0.60 -0.44 0.26
O 0.01 -0.39 -2.01
H 0.49 2.27 1.74
H -0.69 2.83 0.29
H -1.75 0.71 -1.79
H -0.46 1.69 -2.19
H 0.54 -2.13 -1.34
H -0.99 -1.70 -0.58
H -0.70 -1.46 1.73
H 1.05 -1.91 1.66
H 0.58 -0.54 2.52
H 1.60 -0.42 -0.04

--- C ---
17
Properties=species:S:1:pos:R:3 method="wB97M-V/def2-TZVPD" gap_ev=9.22 smiles="[NH3+]/C=C/CCC=O" lumo_energy_ha=-0.1427 total_charge=+1
N -0.12 -1.58 1.79
C 0.36 -1.12 0.51
C -0.31 -1.00 -0.64
C 0.04 0.13 -1.60
C 0.44 1.47 -0.97
C -0.51 2.05 0.10
O -1.12 1.36 0.86
H 0.57 -1.88 2.49
H -0.71 -2.44 1.80
H -0.74 -0.96 2.34
H 1.39 -0.77 0.60
H -0.94 -1.85 -0.89
H -0.83 0.14 -2.26
H 0.89 -0.19 -2.23
H 0.78 2.25 -1.65
H 1.34 1.24 -0.38
H -0.53 3.16 0.11

The data favor A; the next most stable structure lies 0.317 eV above it.

--- A ---
17
Properties=species:S:1:pos:R:3 method="wB97M-V/def2-TZVPD" gap_ev=10.25 smiles="C=C1CC[NH2+][C@H]1O" lumo_energy_ha=-0.1347 total_charge=+1
C -1.09 2.03 0.27
C -0.33 0.96 -0.02
C 1.20 0.88 -0.07
C 1.55 -0.64 0.15
N 0.28 -1.45 0.12
C -0.83 -0.47 -0.37
O -1.96 -0.79 0.23
H -2.19 1.91 0.26
H -0.53 2.92 0.50
H 1.26 1.13 -1.09
H 1.72 1.63 0.57
H 2.27 -1.08 -0.59
H 1.88 -0.82 1.16
H 0.34 -2.31 -0.49
H -0.11 -1.75 0.99
H -1.06 -0.58 -1.40
H -2.41 -1.57 -0.23

--- B ---
17
Properties=species:S:1:pos:R:3 method="wB97M-V/def2-TZVPD" gap_ev="7.60 / 7.60" lumo_energy_ha="-0.2022 / -0.2022" total_charge=+1
C 1.24 -1.84 -0.11
C -1.42 0.52 -0.16
C -0.74 -0.60 0.15
C -2.91 0.47 0.01
C 2.03 1.20 -0.08
N 0.61 -0.75 -0.20
O 3.10 0.49 0.06
H 2.32 -1.80 -0.48
H 0.87 -2.70 0.25
H -0.88 1.38 -0.68
H -1.25 -1.50 0.65
H -3.19 1.57 0.10
H -3.23 0.12 -0.89
H -3.27 -0.24 0.86
H 1.79 1.17 -1.17
H 1.42 1.75 0.80
H 3.52 0.74 0.89

The data favor A; the next most stable structure lies 2.733 eV above it.

--- A ---
17
Properties=species:S:1:pos:R:3 method="wB97M-V/def2-TZVPD" gap_ev=11.10 lumo_energy_ha=-0.1184 total_charge=+1
C 3.21 0.21 0.23
C 2.05 -0.19 -0.49
C -2.48 -0.93 -0.56
C -1.94 0.33 0.00
C -2.01 1.60 0.07
N -1.55 -0.92 0.63
O 0.99 -0.50 0.03
H 3.05 0.21 1.35
H 4.15 -0.35 0.09
H 2.45 -0.10 -1.56
H -3.49 -1.42 -0.46
H -2.07 -1.36 -1.51
H -2.42 2.15 -0.76
H 3.67 1.23 0.10
H -1.39 2.28 0.68
H -1.73 -1.14 1.68
H -0.49 -1.10 0.47

--- B ---
17
Properties=species:S:1:pos:R:3 method="wB97M-V/def2-TZVPD" gap_ev=9.23 lumo_energy_ha=-0.2210 total_charge=+1
C 0.79 -0.35 -0.88
C 1.19 -1.65 -0.15
C -0.19 0.15 0.11
C -1.71 -0.10 -0.02
C 0.10 1.39 0.99
N 0.55 -1.29 1.03
O 0.41 -1.68 2.11
H 1.65 0.32 -1.02
H 0.40 -0.47 -1.93
H 0.55 -2.61 -0.37
H 2.27 -1.99 -0.09
H -2.07 0.67 -0.65
H -1.94 -0.18 1.11
H -1.99 -0.92 -0.61
H -0.41 1.30 1.91
H -0.17 2.21 0.43
H 1.09 1.34 1.24

--- C ---
17
Properties=species:S:1:pos:R:3 method="wB97M-V/def2-TZVPD" gap_ev=8.28 lumo_energy_ha=-0.1613 total_charge=+1
C 3.42 -0.34 -0.05
C 2.09 -0.46 0.16
C 1.39 0.82 0.11
C -1.56 1.46 -0.37
C -2.05 -0.82 0.35
N -2.13 0.24 -0.65
O 0.14 0.77 -0.06
H 4.19 -1.14 0.06
H 3.86 0.64 0.03
H 1.69 -1.47 -0.06
H 2.04 1.75 0.30
H -1.80 1.76 0.62
H -1.88 -0.56 1.33
H -3.09 -1.21 0.40
H -1.33 -1.72 0.10
H -3.13 0.42 -0.76
H -1.87 -0.16 -1.49

The data favor A; the next most stable structure lies 1.213 eV above it.

--- A ---
12
Properties=species:S:1:pos:R:3 method="wB97M-V/def2-TZVPD" gap_ev=6.28 lumo_energy_ha=0.1417 total_charge=-1
S -1.37 0.72 -2.91
H -0.61 -0.31 -3.29
C 0.66 -1.12 0.80
N 0.07 -0.15 -0.11
C -0.06 1.14 0.58
H 1.83 -1.02 0.80
H 0.03 -1.16 1.77
H 0.59 -2.23 0.47
H -0.75 -0.46 -0.60
H -0.74 1.14 1.49
H -0.42 1.86 -0.11
H 0.77 1.60 1.10

--- B ---
12
Properties=species:S:1:pos:R:3 method="wB97M-V/def2-TZVPD" gap_ev=6.74 lumo_energy_ha=0.1474 total_charge=-1
S -1.03 -2.38 -1.85
H -2.32 -2.65 -1.62
C 0.34 1.60 -0.23
N -0.04 0.25 -0.07
C 0.43 -0.45 1.09
H -0.34 2.31 0.26
H 1.28 1.80 0.30
H 0.46 1.86 -1.28
H -0.44 -0.37 -0.77
H 1.53 -0.44 1.13
H 0.12 -1.50 1.01
H 0.01 -0.03 2.01

The data favor B; the next most stable structure lies 0.748 eV above it.

--- A ---
12
Properties=species:S:1:pos:R:3 method="wB97M-V/def2-TZVPD" gap_ev=6.90 lumo_energy_ha=0.1533 total_charge=-1
S 1.69 1.22 0.74
H 1.84 2.46 0.25
C -0.70 -1.73 0.23
N -0.65 -0.71 -0.79
C -1.88 0.00 -0.96
H -1.62 -2.30 0.13
H -0.72 -1.30 1.24
H 0.18 -2.38 0.17
H 0.15 -0.09 -0.57
H -2.21 0.49 -0.02
H -1.78 0.75 -1.74
H -2.67 -0.69 -1.29

--- B ---
12
Properties=species:S:1:pos:R:3 method="wB97M-V/def2-TZVPD" gap_ev=6.76 lumo_energy_ha=0.1606 total_charge=-1
N 2.32 -1.06 1.11
H 1.48 -1.17 0.51
H 3.17 -1.06 0.56
H 2.32 -1.87 1.70
C -1.77 1.09 -0.78
C -0.56 0.40 -0.14
S -0.48 -1.36 -0.62
H -2.68 0.57 -0.49
H -1.73 0.94 -1.86
H -1.82 2.15 -0.50
H -0.61 0.48 0.95
H 0.36 0.91 -0.43

--- C ---
12
Properties=species:S:1:pos:R:3 method="wB97M-V/def2-TZVPD" gap_ev=6.79 lumo_energy_ha=0.1617 total_charge=-1
N 0.19 -0.45 2.35
H -0.44 -1.14 1.95
H 0.29 0.28 1.65
H 1.06 -0.90 2.38
C -0.77 0.54 -0.75
C 0.47 0.47 -1.54
S 0.82 -1.70 -1.04
H -0.51 0.74 0.35
H -1.33 -0.38 -0.65
H -1.47 1.25 -1.12
H 1.30 0.86 -0.95
H 0.38 0.43 -2.62

The data favor B; the next most stable structure lies 0.237 eV above it.

--- A ---
21
Properties=species:S:1:pos:R:3 method="wB97M-V/def2-TZVPD" gap_ev=10.41 smiles="C[NH2+]CC[C@@H](N)C=O" lumo_energy_ha=-0.1104 total_charge=+1
C -2.03 1.42 -0.60
N -0.53 1.51 -0.77
C 0.18 0.33 -1.39
C 0.00 -0.94 -0.47
C 1.17 -0.95 0.57
N 1.03 0.27 1.41
C 1.03 -2.22 1.41
O 0.72 -2.20 2.56
H -2.49 2.33 -0.25
H -2.20 0.62 0.10
H -2.44 1.25 -1.60
H -0.21 2.39 -1.14
H -0.11 1.50 0.21
H -0.28 0.26 -2.38
H 1.25 0.56 -1.42
H -1.01 -0.89 -0.07
H 0.06 -1.90 -0.99
H 2.11 -0.98 0.02
H 0.63 0.11 2.33
H 1.94 0.70 1.59
H 1.20 -3.18 0.90

--- B ---
21
Properties=species:S:1:pos:R:3 method="wB97M-V/def2-TZVPD" gap_ev=10.10 lumo_energy_ha=-0.1145 total_charge=+1
O 1.62 -0.51 -0.20
C 2.51 0.29 0.00
C 2.30 1.72 0.39
N 3.49 2.23 1.04
H 3.56 -0.02 -0.10
H 2.14 2.28 -0.53
H 1.36 1.78 0.96
H 3.47 3.25 1.04
H 3.50 1.99 2.02
C -2.56 0.08 -0.88
C -2.12 -1.28 -0.48
C -2.64 -2.44 -0.78
N -0.93 -1.23 0.41
H -3.48 0.01 -1.46
H -2.77 0.68 0.01
H -1.81 0.58 -1.48
H -2.23 -3.36 -0.39
H -3.50 -2.49 -1.43
H -1.15 -0.61 1.19
H -0.10 -0.83 -0.08
H -0.66 -2.13 0.79

The data favor A; the next most stable structure lies 0.261 eV above it.

--- A ---
21
Properties=species:S:1:pos:R:3 method="wB97M-V/def2-TZVPD" gap_ev=10.36 smiles="CC(C)NC(=O)C[NH3+]" lumo_energy_ha=-0.1313 total_charge=+1
C -1.45 -1.35 -0.63
C -1.02 -0.49 0.55
C -2.09 -0.42 1.64
N -0.62 0.89 0.16
C 0.63 1.24 -0.12
O 1.02 2.40 -0.27
C 1.66 0.13 -0.44
N 2.84 0.85 -0.95
H -2.51 -1.27 -0.80
H -1.23 -2.42 -0.50
H -0.98 -1.09 -1.57
H -0.14 -0.93 0.98
H -1.74 -0.78 2.62
H -2.99 -0.99 1.40
H -2.41 0.60 1.87
H -1.42 1.48 0.01
H 1.88 -0.46 0.44
H 1.18 -0.49 -1.19
H 2.79 1.05 -1.94
H 2.88 1.74 -0.43
H 3.70 0.31 -0.86

--- B ---
21
Properties=species:S:1:pos:R:3 method="wB97M-V/def2-TZVPD" gap_ev=4.03 lumo_energy_ha=-0.3145 total_charge=+1
C 0.46 -2.19 0.22
N 0.19 0.30 -1.89
C -1.15 0.57 -2.17
C -1.53 -0.27 -0.94
O -1.66 0.11 0.18
C -0.29 -2.08 1.33
N 1.23 1.98 0.53
C 0.93 1.56 1.88
H 0.99 -1.29 -0.12
H 0.29 -3.03 -0.44
H 0.73 -0.10 -2.67
H -1.52 1.58 -1.99
H -1.54 0.15 -3.10
H -1.58 -1.36 -1.12
H -0.74 -1.12 1.59
H -0.41 -2.93 2.00
H 0.95 1.45 -0.29
H 2.18 2.30 0.40
H 1.54 0.73 2.28
H -0.07 1.15 1.86
H 1.00 2.47 2.47

The data favor A; the next most stable structure lies 8.360 eV above it.

--- A ---
21
Properties=species:S:1:pos:R:3 method="wB97M-V/def2-TZVPD" gap_ev=8.83 lumo_energy_ha=-0.1405 total_charge=+1
C 0.55 -1.00 -1.61
O 1.87 -0.55 -1.48
C -0.33 0.15 -2.05
N -1.78 -0.30 -2.13
H 0.20 -1.43 -0.66
H 0.55 -1.81 -2.35
H 1.92 0.02 -0.70
H -0.31 0.95 -1.31
H -0.05 0.52 -3.03
H -2.10 -0.61 -1.22
H -1.91 -1.06 -2.80
H -2.37 0.48 -2.41
C 1.25 0.31 2.18
C 1.41 1.27 3.09
C -1.01 0.03 1.93
N 0.11 0.19 1.35
H 2.05 -0.37 1.95
H 0.64 2.00 3.26
H 2.33 1.30 3.65
H -1.92 -0.03 1.34
H -1.09 -0.03 3.02

--- B ---
21
Properties=species:S:1:pos:R:3 method="wB97M-V/def2-TZVPD" gap_ev=9.18 lumo_energy_ha=-0.1441 total_charge=+1
N -3.65 0.41 -0.04
C -2.81 0.27 1.00
N -1.73 -0.49 0.96
C -0.89 -0.71 -0.31
C 0.33 0.21 -0.28
C 1.70 -0.43 -0.66
C 2.96 0.39 -0.34
O 3.81 -0.49 0.39
H -3.60 -0.01 -0.95
H -4.40 1.09 0.04
H -3.09 0.65 1.97
H -1.10 -0.24 1.72
H -1.49 -0.68 -1.25
H -0.53 -1.75 -0.04
H 0.37 0.82 0.64
H 0.22 1.03 -1.00
H 1.69 -1.39 0.04
H 1.74 -0.73 -1.72
H 3.28 0.97 -1.22
H 2.58 1.05 0.41
H 4.60 0.02 0.65

The data favor B; the next most stable structure lies 0.779 eV above it.